(1)
C23H35MnN5OSSi3 | wB97M-V/def2-TZVPD

Last column: Mulliken charge in e.
CARTESIAN COORDINATES (ANGSTROEM)
Mn: -1.07 -1.29 0.00  0.2812
N: 2.60 -1.58 -3.29  -0.2180
C: 1.56 -2.20 -2.75  0.0843
S: 1.32 0.79 -1.21  -0.1375
N: 0.55 -1.74 -2.22  -0.1294
N: -0.66 -1.93 -1.83  0.0808
C: -1.51 -2.49 -2.70  -0.1604
C: -2.91 -2.55 -2.54  0.5408
C: -3.72 -3.17 -3.50  -0.8364
C: -5.09 -3.18 -3.37  -0.6850
C: -5.69 -2.54 -2.29  -0.4690
C: -4.93 -1.94 -1.32  -0.7659
C: -3.53 -1.95 -1.39  0.3613
O: -2.80 -1.42 -0.46  -0.5169
H: 3.47 -2.08 -3.33  0.2703
H: 2.65 -0.56 -3.22  0.1775
H: -1.07 -2.89 -3.61  0.3646
H: -3.25 -3.64 -4.36  0.3767
H: -5.71 -3.66 -4.12  0.3976
H: -6.77 -2.52 -2.20  0.4081
H: -5.39 -1.43 -0.48  0.4492
C: 1.08 3.93 -2.31  -1.1826
Si: 2.25 2.78 -1.34  0.6183
C: 2.82 3.78 0.18  -1.0632
C: 3.77 2.41 -2.44  -1.2772
C: 0.74 0.08 0.43  0.3605
Si: 2.27 -0.73 1.30  0.3079
C: 3.05 -2.16 0.28  -0.6580
C: 3.71 0.50 1.62  -1.1867
C: 1.75 -1.35 3.03  -1.1118
Si: -0.13 1.44 1.43  -0.1183
C: -1.17 2.68 0.39  -1.2943
C: 0.77 2.40 2.81  -1.2613
C: -1.48 0.45 2.35  0.1222
C: -2.22 0.95 3.40  -0.7015
C: -3.24 0.20 3.97  -0.3814
C: -3.46 -1.08 3.46  -1.1449
C: -2.68 -1.51 2.40  -0.1287
N: -1.72 -0.77 1.84  1.2618
H: 1.64 4.74 -2.77  0.3821
H: 0.33 4.37 -1.66  0.3092
H: 0.56 3.40 -3.10  0.2991
H: 3.48 4.57 -0.15  0.5037
H: 3.36 3.18 0.90  0.2816
H: 1.98 4.24 0.68  0.2896
H: 4.40 3.29 -2.57  0.3914
H: 3.47 2.09 -3.44  0.3153
H: 4.40 1.63 -2.02  0.3329
H: 4.11 -2.02 0.14  0.4321
H: 2.58 -2.25 -0.69  -0.1660
H: 2.89 -3.10 0.79  0.4043
H: 4.08 0.96 0.71  0.1882
H: 4.54 -0.04 2.07  0.4275
H: 3.43 1.29 2.31  0.3108
H: 0.93 -2.06 2.95  0.2973
H: 1.43 -0.55 3.68  0.2820
H: 2.58 -1.85 3.51  0.4529
H: -0.73 3.67 0.36  0.2772
H: -2.16 2.78 0.82  0.5213
H: -1.29 2.34 -0.64  0.3202
H: 1.66 2.90 2.47  0.3137
H: 1.06 1.72 3.61  0.4026
H: 0.11 3.15 3.24  0.3717
H: -2.02 1.95 3.76  0.3517
H: -3.84 0.59 4.77  0.4568
H: -4.21 -1.72 3.88  0.4150
H: -2.83 -2.50 1.98  0.4251
N: 0.11 -3.90 1.09  -0.9122
C: -0.26 -2.87 0.71  0.2882

## Properties
**E_LUMO (alpha / beta)**: -2.40 / -2.07 eV
**Molar mass**: 568.830 g/mol
**HOMO-LUMO gap (alpha / beta)**: 4.57 / 4.79 eV
**2S+1**: 2

***

(2)
C4H5NO2 | wB97M-V/def2-TZVPD

Last column: Mulliken charge in e.
CARTESIAN COORDINATES (ANGSTROEM)
O: 0.63 0.55 1.87  -0.4713
C: 0.25 -0.52 1.46  -0.0949
C: -0.59 -0.66 0.21  -0.0331
C: -1.18 0.61 -0.32  -0.4247
N: -0.10 -0.06 -1.00  -0.1861
C: 1.22 0.29 -1.18  0.1451
O: 2.14 -0.33 -0.69  -0.4946
H: 0.47 -1.46 2.00  0.3427
H: -1.10 -1.62 0.08  0.3622
H: -2.15 0.58 -0.81  0.2457
H: -0.95 1.50 0.26  0.2630
H: 1.36 1.13 -1.88  0.3461

## Properties
**ΔE to the lowest compared entry with this formula, charge and spin**: 186.6 kJ/mol
**E_LUMO**: 0.62 eV
**Molar mass**: 99.089 g/mol
**Structure (SMILES)**: O=C[C@H]1CN1C=O
**HOMO-LUMO gap**: 10.57 eV

***

Ordered total energy results: -3664.038445 -360.598338; unit Ha.